No. 1
A molecular structure, C70H74N5P2Pd at a distorted geometry. Source: the OMol25 dataset; level of theory: wB97M-V/def2-TZVPD.

ORCA input file:
```
! RIJCOSX wB97M-V def2-TZVPD def2/J DEFGRID3
* xyz 1 1
C -0.952 -1.237 -4.578
C -0.500 -1.567 -5.993
C -1.457 -2.515 -6.700
N 0.859 -2.161 -5.961
N 1.068 -3.465 -5.831
N 2.366 -3.590 -5.778
C 3.057 -4.894 -5.670
C 2.739 -5.742 -6.888
C 2.670 -5.574 -4.369
C 3.078 -2.364 -5.867
C 4.535 -2.180 -5.840
C 5.232 -2.026 -4.624
C 6.598 -1.875 -4.607
C 7.315 -1.874 -5.792
C 6.656 -2.027 -7.000
C 5.290 -2.177 -7.030
C 2.053 -1.397 -5.973
C 2.189 -0.044 -6.046
H -1.937 -0.769 -4.559
H -1.001 -2.148 -3.984
H -0.251 -0.565 -4.081
H -0.418 -0.640 -6.580
H -2.461 -2.095 -6.782
H -1.105 -2.757 -7.705
H -1.528 -3.454 -6.152
H 4.134 -4.668 -5.657
H 3.256 -6.702 -6.856
H 1.667 -5.930 -6.937
H 3.021 -5.237 -7.812
H 3.184 -6.529 -4.253
H 2.905 -4.953 -3.504
H 1.596 -5.758 -4.348
H 4.673 -2.026 -3.703
H 7.119 -1.759 -3.668
H 8.386 -1.744 -5.775
H 7.221 -2.030 -7.920
H 4.775 -2.295 -7.969
H 3.158 0.409 -6.030
H 1.338 0.600 -6.108
C 3.332 -5.414 0.978
N 3.431 -4.178 1.766
C 4.604 -4.077 2.618
C 2.655 -3.034 1.500
C 3.214 -1.762 1.686
C 2.501 -0.633 1.393
C 1.179 -0.697 0.916
C 0.437 0.506 0.611
C 0.958 1.818 0.798
C 0.257 3.052 0.594
C -0.721 3.363 -0.427
C -1.034 2.484 -1.482
C -1.928 2.839 -2.453
C -2.504 4.124 -2.471
N -3.414 4.491 -3.476
C -3.785 5.881 -3.748
C -4.212 3.474 -4.150
C -2.150 5.024 -1.455
C -1.299 4.649 -0.451
Pd -0.672 1.715 2.124
P 0.515 1.230 4.097
C -0.132 2.413 5.298
C -0.613 2.001 6.521
C -1.034 2.930 7.455
C -0.996 4.275 7.154
C -0.548 4.688 5.916
C -0.115 3.755 4.989
C 0.236 -0.450 4.682
C 0.702 -0.770 5.937
C 0.503 -2.037 6.451
C -0.160 -2.985 5.696
C -0.606 -2.671 4.428
C -0.398 -1.403 3.914
C 2.296 1.453 3.878
C 3.118 0.366 4.075
C 4.473 0.458 3.811
C 5.007 1.644 3.357
C 4.186 2.740 3.182
C 2.831 2.647 3.445
P -2.989 1.317 2.077
C -3.384 -0.063 0.981
C -4.049 -1.174 1.457
C -4.387 -2.203 0.593
C -4.042 -2.124 -0.739
C -3.351 -1.023 -1.214
C -3.040 0.012 -0.346
C -3.726 1.003 3.701
C -4.704 1.843 4.184
C -5.312 1.577 5.399
C -4.936 0.467 6.130
C -3.934 -0.358 5.662
C -3.332 -0.084 4.446
C -3.744 2.818 1.416
C -4.665 2.772 0.390
C -5.301 3.930 -0.024
C -5.022 5.128 0.606
C -4.087 5.174 1.623
C -3.451 4.013 2.032
C 0.602 -1.982 0.762
C 1.324 -3.114 1.051
H 2.576 -5.334 0.193
H 4.290 -5.640 0.509
H 3.081 -6.247 1.633
H 4.464 -3.275 3.337
H 4.746 -5.002 3.167
H 5.494 -3.881 2.027
H 4.222 -1.667 2.045
H 2.964 0.319 1.569
H -0.546 0.384 0.153
H 1.932 1.901 1.285
H 0.670 3.931 1.109
H -0.537 1.535 -1.551
H -2.203 2.124 -3.209
H -2.974 6.559 -3.483
H -4.005 6.004 -4.810
H -4.672 6.132 -3.168
H -4.350 2.616 -3.492
H -5.193 3.877 -4.393
H -3.719 3.151 -5.066
H -2.576 6.014 -1.457
H -1.047 5.339 0.336
H -0.664 0.953 6.752
H -1.382 2.600 8.419
H -1.318 5.000 7.885
H -0.525 5.737 5.676
H 0.238 4.077 4.023
H 1.224 -0.019 6.511
H 0.863 -2.273 7.439
H -0.319 -3.971 6.101
H -1.127 -3.411 3.840
H -0.736 -1.155 2.923
H 2.688 -0.574 4.382
H 5.101 -0.407 3.932
H 6.059 1.709 3.131
H 4.604 3.669 2.835
H 2.192 3.498 3.293
H -4.311 -1.234 2.498
H -4.941 -3.055 0.962
H -4.307 -2.925 -1.413
H -3.069 -0.965 -2.253
H -2.550 0.897 -0.715
H -4.998 2.705 3.608
H -6.091 2.226 5.762
H -5.420 0.252 7.070
H -3.630 -1.223 6.230
H -2.568 -0.736 4.065
H -4.917 1.824 -0.060
H -6.049 3.887 -0.804
H -5.566 6.021 0.334
H -3.886 6.103 2.131
H -2.770 4.022 2.867
H -0.429 -2.063 0.447
H 0.875 -4.092 0.975
*
```

No. 2
17 unconnected molecules or ions with the total composition C70H86Cl16 at a distorted geometry. Source: the OMol25 dataset; level of theory: wB97M-V/def2-TZVPD.

ORCA input file:
```
! RIJCOSX wB97M-V def2-TZVPD def2/J DEFGRID3
* xyz 0 1
C -3.064 -3.296 -4.097
C -2.008 -2.966 -4.974
C -0.713 -3.183 -4.678
C -0.422 -3.743 -3.429
C -1.386 -4.134 -2.523
C -2.759 -3.913 -2.923
H -4.093 -3.094 -4.314
H -2.267 -2.453 -5.890
H 0.117 -2.930 -5.337
H 0.607 -3.869 -3.195
H -1.207 -4.757 -1.654
H -3.543 -4.300 -2.263
C 2.127 -4.705 2.218
C 2.681 -3.571 2.777
C 3.553 -3.688 3.819
C 4.006 -4.956 4.191
C 3.489 -6.070 3.548
C 2.510 -5.960 2.568
H 1.454 -4.650 1.336
H 2.497 -2.592 2.389
H 4.021 -2.782 4.225
H 4.727 -5.113 4.988
H 3.882 -7.025 3.866
H 2.288 -6.858 2.005
C -4.179 3.681 4.432
C -4.716 4.447 3.439
C -4.323 5.736 3.205
C -3.357 6.365 3.976
C -2.732 5.564 4.941
C -3.052 4.225 5.130
H -4.498 2.663 4.594
H -5.568 4.038 2.898
H -4.829 6.249 2.445
H -3.040 7.378 3.785
H -1.977 5.954 5.606
H -2.548 3.737 5.962
C -1.775 -3.289 2.876
C -2.004 -3.317 1.498
C -3.287 -3.372 1.027
C -4.383 -3.513 1.911
C -4.156 -3.550 3.296
C -2.850 -3.367 3.765
H -0.812 -3.223 3.338
H -1.164 -3.221 0.796
H -3.424 -3.215 -0.046
H -5.392 -3.785 1.514
H -4.933 -3.742 4.016
H -2.664 -3.168 4.818
C 2.202 0.987 5.916
C 2.083 -0.391 5.836
C 1.541 -0.953 4.699
C 1.174 -0.241 3.621
C 1.315 1.140 3.699
C 1.719 1.718 4.866
H 2.567 1.399 6.834
H 2.485 -1.094 6.603
H 1.412 -2.018 4.743
H 0.778 -0.646 2.663
H 0.999 1.751 2.852
H 1.642 2.811 4.931
C 3.962 -1.011 -3.821
C 2.813 -1.273 -4.575
C 2.830 -1.905 -5.826
C 4.055 -2.301 -6.273
C 5.229 -2.118 -5.565
C 5.163 -1.506 -4.314
H 3.867 -0.594 -2.821
H 1.883 -0.920 -4.175
H 1.904 -2.050 -6.417
H 4.107 -2.791 -7.222
H 6.206 -2.375 -5.980
H 6.113 -1.266 -3.828
C -0.254 1.107 -5.773
C 0.945 1.317 -6.497
C 1.212 2.461 -7.203
C 0.277 3.469 -7.135
C -0.948 3.294 -6.496
C -1.222 2.139 -5.813
H -0.323 0.274 -5.127
H 1.717 0.573 -6.377
H 2.162 2.515 -7.748
H 0.457 4.411 -7.616
H -1.706 4.064 -6.542
H -2.183 2.025 -5.338
C -3.616 3.164 -2.727
C -4.574 2.877 -3.640
C -4.812 1.651 -4.265
C -4.125 0.536 -3.805
C -3.161 0.785 -2.815
C -2.879 2.068 -2.337
H -3.582 4.183 -2.279
H -5.180 3.701 -4.016
H -5.548 1.602 -5.077
H -4.342 -0.450 -4.229
H -2.610 -0.054 -2.477
H -2.084 2.148 -1.606
C 1.350 5.338 2.405
C 1.947 4.797 1.279
C 1.232 4.085 0.321
C -0.094 3.686 0.595
C -0.707 4.024 1.785
C 0.064 4.862 2.639
H 1.830 5.985 3.155
H 2.972 5.116 1.118
H 1.719 3.646 -0.519
H -0.620 3.152 -0.173
H -1.692 3.662 2.000
H -0.385 5.235 3.528
Cl 6.282 -0.284 4.168
C 6.066 0.958 2.815
C 4.568 0.997 2.637
Cl 4.136 1.844 1.106
H 6.589 0.630 1.924
H 6.324 1.929 3.222
H 4.132 1.577 3.438
H 4.101 0.065 2.554
Cl -5.889 -1.483 -1.184
C -4.986 -0.453 0.034
C -5.553 0.926 -0.136
Cl -4.549 2.050 0.922
H -3.930 -0.417 -0.222
H -5.132 -0.819 1.026
H -6.590 1.002 0.238
H -5.482 1.202 -1.161
Cl -4.406 -0.023 4.146
C -2.579 0.105 4.200
C -2.123 0.036 5.627
Cl -2.961 1.159 6.792
H -2.407 1.066 3.711
H -2.171 -0.700 3.564
H -1.109 0.368 5.665
H -2.239 -0.950 6.075
Cl 2.584 1.851 -2.154
C 3.241 2.763 -3.554
C 4.291 3.715 -3.010
Cl 3.707 4.842 -1.787
H 2.493 3.280 -4.076
H 3.689 1.985 -4.198
H 4.780 4.312 -3.823
H 5.193 3.282 -2.598
Cl 0.004 -6.904 0.181
C -1.366 -6.769 1.367
C -1.027 -6.812 2.861
Cl -0.315 -8.407 3.182
H -2.018 -7.621 1.189
H -1.958 -5.896 1.052
H -1.938 -6.677 3.433
H -0.277 -6.051 3.090
Cl 1.015 -2.822 -0.391
C 0.708 -1.365 -1.393
C 0.243 -0.136 -0.576
Cl -1.347 -0.284 0.217
H -0.015 -1.730 -2.138
H 1.667 -1.092 -1.869
H 0.087 0.678 -1.232
H 0.942 0.180 0.221
Cl -1.522 5.735 -3.938
C -0.838 5.469 -2.233
C -1.167 6.457 -1.078
Cl -2.925 6.168 -0.535
H 0.237 5.346 -2.209
H -1.338 4.549 -1.923
H -1.125 7.518 -1.404
H -0.568 6.165 -0.240
Cl 5.405 -5.730 -0.131
C 5.457 -4.031 0.335
C 4.720 -3.161 -0.693
Cl 4.479 -1.562 0.154
H 6.514 -3.834 0.453
H 4.968 -4.118 1.289
H 3.758 -3.553 -0.967
H 5.348 -3.001 -1.554
*
```

no.,gap between HOMO and LUMO (eV),E_LUMO (eV)
1,3.70,-3.5
2,9.31,0.3